# 1
{"formula": "ClH36O22", "method": "the ωB97M-V functional and the def2-TZVPD basis", "symbols": ["Cl", "O", "O", "O", "O", "O", "H", "H", "O", "H", "H", "O", "H", "H", "O", "H", "H", "O", "H", "H", "O", "H", "H", "O", "H", "H", "O", "H", "H", "O", "H", "H", "O", "H", "H", "O", "H", "H", "O", "H", "H", "O", "H", "H", "O", "H", "H", "O", "H", "H", "O", "H", "H", "O", "H", "H", "O", "H", "H"], "positions_angstrom": [[0.203, 0.100, -0.054], [-0.632, 0.566, -1.222], [-0.641, 0.231, 1.148], [0.533, -1.381, -0.160], [1.447, 0.914, 0.080], [0.074, 2.794, -2.483], [-0.317, 3.639, -2.145], [-0.246, 2.058, -1.896], [4.759, 0.628, -0.569], [4.183, -0.141, -0.635], [4.041, 1.215, -0.618], [-2.616, 2.279, -2.537], [-1.975, 2.829, -2.981], [-2.290, 2.222, -1.607], [2.686, 2.561, -1.748], [1.786, 2.743, -1.816], [3.146, 3.065, -2.443], [1.475, -4.391, -0.281], [1.788, -5.011, -0.923], [0.637, -4.042, -0.605], [-2.849, -0.644, -0.318], [-2.048, -0.159, -0.283], [-3.430, 0.071, 0.124], [-1.838, 2.648, 0.047], [-1.069, 3.137, 0.179], [-2.563, 3.230, 0.019], [1.808, 1.826, 2.714], [1.803, 0.827, 2.739], [0.837, 1.924, 2.676], [0.976, 3.586, 0.640], [1.229, 2.725, 0.545], [1.774, 4.083, 0.735], [3.217, -1.450, -0.466], [2.441, -1.036, -0.205], [3.241, -2.177, 0.154], [-1.639, -1.673, -3.106], [-1.754, -0.950, -2.468], [-2.467, -1.857, -3.502], [2.208, -0.990, 2.737], [1.270, -1.283, 2.714], [2.660, -1.738, 2.253], [-2.531, -2.482, 1.530], [-2.744, -1.834, 0.822], [-3.420, -2.717, 1.762], [-2.980, 0.233, 2.574], [-2.114, 0.399, 2.268], [-3.242, -0.658, 2.421], [-1.075, -3.366, -1.095], [-1.593, -3.198, -1.863], [-0.962, -2.544, -0.579], [1.320, -2.141, -2.929], [0.680, -2.101, -2.202], [1.642, -1.245, -3.076], [0.041, -2.882, 2.529], [-0.011, -3.809, 2.483], [-0.774, -2.544, 2.170], [-1.018, 2.471, 3.064], [-1.680, 2.996, 3.506], [-1.359, 2.417, 2.185]], "relative_energy_kj_mol": 110.04, "spin_multiplicity": 1, "gap_ev": 9.1055, "charge": -1, "max_force_ev_per_a": 4.46}

=====

# 2
{"formula": "H6N5O", "method": "the ωB97M-V functional and the def2-TZVPD basis", "symbols": ["N", "N", "N", "N", "N", "O", "H", "H", "H", "H", "H", "H"], "positions_angstrom": [[2.616, 0.244, -0.925], [0.937, -0.194, 0.663], [-1.623, -0.902, 0.275], [1.503, -0.174, -0.486], [-2.129, 0.390, -0.018], [-1.414, 0.996, -0.985], [3.236, 0.350, -0.024], [-1.871, 0.855, 0.824], [-0.446, 0.822, -0.875], [1.534, -0.012, 1.527], [-1.746, -1.442, -0.546], [-0.598, -0.933, 0.570]], "relative_energy_kj_mol": 19.18, "spin_multiplicity": 1, "gap_ev": 8.8398, "charge": -1, "max_force_ev_per_a": 3.71}

=====

Please write out number 2 again, unchanged.
{"formula": "H6N5O", "method": "the ωB97M-V functional and the def2-TZVPD basis", "symbols": ["N", "N", "N", "N", "N", "O", "H", "H", "H", "H", "H", "H"], "positions_angstrom": [[2.616, 0.244, -0.925], [0.937, -0.194, 0.663], [-1.623, -0.902, 0.275], [1.503, -0.174, -0.486], [-2.129, 0.390, -0.018], [-1.414, 0.996, -0.985], [3.236, 0.350, -0.024], [-1.871, 0.855, 0.824], [-0.446, 0.822, -0.875], [1.534, -0.012, 1.527], [-1.746, -1.442, -0.546], [-0.598, -0.933, 0.570]], "relative_energy_kj_mol": 19.18, "spin_multiplicity": 1, "gap_ev": 8.8398, "charge": -1, "max_force_ev_per_a": 3.71}